<1>
22
Properties=species:S:1:pos:R:3:lowdin_charge:R:1 method="wB97M-V/def2-TZVPD" spin_multiplicity=1 lumo_energy_ha=0.0314 orbital_gap_ev=9.19 homo_energy_ev=-8.34
H -2.70 1.59 0.30 0.04
N -1.91 1.36 -0.30 0.06
C -0.92 0.88 0.38 -0.46
C -1.00 0.73 1.89 -0.06
N 0.49 1.17 -0.15 -0.09
N 1.58 1.36 0.72 -0.01
H -0.32 -0.06 2.20 0.07
H -0.71 1.66 2.39 0.08
H -2.02 0.48 2.19 0.08
H 0.47 1.73 -1.01 0.12
H 1.52 2.27 1.18 0.07
H 2.45 1.37 0.20 0.08
H -0.76 -0.77 -2.83 0.04
N 0.18 -1.07 -2.57 0.10
C 0.25 -1.27 -1.31 -0.54
C 1.51 -1.79 -0.67 -0.05
N -0.94 -1.27 -0.49 0.08
H 1.52 -1.58 0.40 0.06
H 1.59 -2.86 -0.84 0.08
H 2.36 -1.29 -1.13 0.08
H -0.81 -1.62 0.45 0.09
H -1.80 -1.03 -0.99 0.10

<2>
22
Properties=species:S:1:pos:R:3:lowdin_charge:R:1 method="wB97M-V/def2-TZVPD" spin_multiplicity=1 lumo_energy_ha=0.0120 orbital_gap_ev=7.24 homo_energy_ev=-6.91
C 0.41 -0.94 1.71 -0.05
N -1.00 -0.40 -0.47 -0.29
C 0.33 -1.10 0.22 -0.39
N -2.07 -0.17 0.42 0.07
N -1.32 -1.03 -1.70 0.05
N 0.97 -1.96 -0.44 0.15
H -2.77 0.41 -0.03 0.09
H -2.50 -1.05 0.69 0.09
H -1.88 -0.39 -2.26 0.09
H -1.85 -1.88 -1.53 0.09
H 0.69 -1.99 -1.42 0.05
H 1.47 -0.82 1.97 0.09
H -0.12 -0.06 2.07 0.06
H 0.04 -1.84 2.20 0.09
C 1.02 2.41 0.37 -0.13
C 1.21 1.14 -0.42 -0.39
N 2.35 0.92 -0.95 0.04
H 2.35 0.01 -1.43 0.01
H -0.17 0.55 -0.68 0.13
H 0.00 2.79 0.23 0.05
H 1.14 2.21 1.44 0.06
H 1.73 3.19 0.06 0.06

Quick one: most stable of them? <1>

<1>
10
Properties=species:S:1:pos:R:3:lowdin_charge:R:1 method="wB97M-V/def2-TZVPD" spin_multiplicity=1 lumo_energy_ha="-0.0121 / -0.0300" orbital_gap_ev="6.96 / 5.77" homo_energy_ev="-7.29 / -6.59"
C -1.14 0.99 -0.34 -0.10
C -1.42 -0.39 -0.17 -0.08
C 1.68 0.09 0.34 -1.23
O -1.00 2.10 -0.55 0.28
F 2.27 0.67 -0.80 -0.22
Cl 2.44 0.82 1.79 0.45
Br 1.75 -1.81 0.23 0.58
H -1.49 -0.75 0.93 0.15
H -0.72 -0.97 -0.83 0.08
H -2.37 -0.76 -0.59 0.10

<2>
10
Properties=species:S:1:pos:R:3:lowdin_charge:R:1 method="wB97M-V/def2-TZVPD" spin_multiplicity=1 lumo_energy_ha=0.0193 smiles="F[C@H](Cl)Br.C=C=O" orbital_gap_ev=10.10 homo_energy_ev=-9.57
F -3.07 0.07 1.47 -0.13
C -2.25 0.43 0.44 -1.14
Cl -3.24 1.24 -0.83 0.56
Br -1.42 -1.15 -0.28 0.69
H -1.46 0.96 1.05 0.09
C 2.57 -0.38 -0.81 0.00
C 2.01 -0.24 0.35 -0.32
O 1.35 -0.13 1.30 0.12
H 3.65 -0.37 -1.08 0.08
H 1.86 -0.43 -1.61 0.05

Quick one: most stable of them? <2>

<1>
9
Properties=species:S:1:pos:R:3:lowdin_charge:R:1 method="wB97M-V/def2-TZVPD" spin_multiplicity=1 lumo_energy_ha="0.0832 / 0.0362" orbital_gap_ev="5.77 / 4.54" total_charge=-1 homo_energy_ev="-3.51 / -3.56"
N -1.99 0.53 -1.16 -0.29
O 3.57 -1.85 0.06 -0.06
O 0.19 1.20 0.50 -0.92
Si -1.34 0.44 0.36 0.09
S 1.64 0.90 -0.07 0.56
H 2.63 -1.73 -0.07 -0.08
H -1.58 0.00 -1.92 -0.15
H -2.02 1.37 1.27 -0.07
H -1.09 -0.84 1.04 -0.08

<2>
9
Properties=species:S:1:pos:R:3:lowdin_charge:R:1 method="wB97M-V/def2-TZVPD" spin_multiplicity=1 lumo_energy_ha=0.1397 orbital_gap_ev=8.71 total_charge=-1 homo_energy_ev=-4.91
N -0.25 2.48 -0.50 -0.35
O 0.38 -0.31 0.34 -0.68
O 2.10 1.97 -0.27 -0.54
Si -0.28 -1.69 0.08 0.22
S 0.82 1.81 0.39 0.74
H -1.17 2.42 -0.08 -0.05
H 0.07 -2.65 1.17 -0.11
H -1.77 -1.66 0.05 -0.11
H 0.11 -2.36 -1.19 -0.11

Quick one: most stable of them? <2>